Entry 1:
Below is a 2-piece molecular cluster, C4H11NO2 overall in a non-equilibrium geometry, with properties calculated with ωB97M-V/def2-TZVPD.

Computed properties:
SMILES: CN(C)CC=O.O
Lowest unoccupied orbital energy, eV: 0.862
Frontier orbital gap, Eh: 0.374
E_tot, eV: -9910.0269
HOMO level, Ha: -0.34274

```
18
Properties=species:S:1:pos:R:3:lowdin_charge:R:1
C -1.50 -0.19 -1.20 -0.109
N -0.89 0.46 -0.05 -0.282
C -1.54 1.72 0.28 -0.133
C 0.55 0.76 -0.40 -0.145
C 1.23 -0.60 -0.32 -0.287
O 2.07 -1.13 -0.98 0.073
H -1.47 0.38 -2.13 0.087
H -0.93 -1.12 -1.37 0.086
H -2.52 -0.53 -1.02 0.087
H -2.62 1.63 0.22 0.079
H -1.31 2.60 -0.37 0.095
H -1.30 2.00 1.31 0.081
H 0.92 1.45 0.35 0.125
H 0.50 1.13 -1.42 0.117
H 0.67 -0.98 0.58 0.128
O 2.43 -2.67 2.39 -0.064
H 2.57 -2.82 1.44 0.032
H 3.15 -2.09 2.68 0.030
```

---

Entry 2:
Below is C18H21F4N4OPt as an isolated structure, with properties calculated with ωB97M-V/def2-TZVPD.

Computed properties:
Lowest unoccupied orbital energy, eV: -14.005
Frontier orbital gap, Eh: 0.134
Charge: +3
E_tot, eV: -41100.4944
HOMO level, Ha: -0.64884

```
49
Properties=species:S:1:pos:R:3:lowdin_charge:R:1
Pt -0.15 -0.22 0.28 1.281
C -0.23 2.87 -0.61 -0.051
C 0.65 2.73 0.61 -0.172
N 0.98 1.29 1.04 -0.263
C 0.92 1.17 2.56 -0.213
C 1.93 2.04 3.30 -0.032
C 2.35 1.01 0.51 -0.146
C 2.72 -0.45 0.62 -0.097
N 1.57 -1.20 0.08 -0.001
C 1.61 -2.41 -0.39 -0.063
C 0.34 -2.99 -0.84 -0.077
F -0.76 -2.26 -0.65 0.077
C 0.28 -4.22 -1.41 -0.161
F -0.86 -4.72 -1.82 0.221
C 1.46 -4.98 -1.54 0.285
C 2.70 -4.51 -1.10 -0.161
F 3.76 -5.25 -1.21 0.223
C 2.80 -3.27 -0.52 -0.047
F 3.93 -2.85 -0.07 0.241
H -0.25 3.93 -0.87 0.115
H -1.26 2.58 -0.42 0.050
H 0.15 2.34 -1.49 0.093
H 0.23 3.24 1.47 0.134
H 1.62 3.18 0.40 0.135
H 1.07 0.12 2.81 0.114
H -0.10 1.44 2.82 0.102
H 2.96 1.71 3.16 0.089
H 1.72 1.94 4.37 0.111
H 1.86 3.09 3.06 0.097
H 3.08 1.63 1.04 0.144
H 2.35 1.31 -0.54 0.147
H 2.86 -0.78 1.65 0.166
H 3.64 -0.66 0.08 0.151
H 1.40 -5.97 -1.99 0.195
N -5.82 1.75 -2.22 0.223
C -4.50 1.57 -2.09 -0.484
O -3.69 1.60 -2.99 0.086
C -3.96 1.32 -0.69 -0.063
C -4.58 1.57 0.53 0.068
C -3.88 1.34 1.71 0.020
C -2.59 0.88 1.66 -0.083
N -1.98 0.65 0.47 -0.155
C -2.65 0.86 -0.67 -0.084
H -6.18 1.94 -3.14 0.145
H -6.48 1.65 -1.47 0.116
H -5.59 1.96 0.58 0.140
H -4.34 1.52 2.67 0.139
H -2.02 0.67 2.55 0.114
H -2.15 0.70 -1.62 0.133
```

---

Entry 3:
Below is a 2-piece molecular cluster, C3H8N3 overall in a non-equilibrium geometry, with properties calculated with ωB97M-V/def2-TZVPD.

Computed properties:
Lowest unoccupied orbital energy (spin up / spin down), eV: -5.086 / -5.086
Frontier orbital gap (spin up / spin down), Eh: 0.296 / 0.296
Charge: +1
E_tot, eV: -7699.5408
HOMO level (spin up / spin down), Ha: -0.48315 / -0.48320

```
14
Properties=species:S:1:pos:R:3:lowdin_charge:R:1
C -0.10 0.98 0.31 0.098
C 1.75 1.69 -1.27 0.083
C -1.20 -1.28 0.17 -0.025
N 3.13 0.52 0.21 0.093
N 2.58 1.00 -0.80 -0.166
N -0.36 -0.21 0.80 0.005
H 0.51 1.73 0.79 0.121
H -0.46 1.10 -0.66 0.073
H 1.46 2.34 -2.09 0.110
H -0.70 -1.95 -0.55 0.093
H -1.46 -2.11 0.92 0.119
H -2.16 -0.77 -0.31 0.149
H 3.28 -0.47 0.02 0.073
H 0.19 -0.49 1.63 0.174
```

---

Entry 4:
Below is an isolated ion of composition C7H13N2O and charge +1 in a non-equilibrium geometry, with properties calculated with ωB97M-V/def2-TZVPD.

Computed properties:
SMILES: CC(C)(C)c1[nH+]ccn1O
Lowest unoccupied orbital energy, eV: -2.938
Frontier orbital gap, Eh: 0.399
Charge: +1
E_tot, eV: -12488.5874
HOMO level, Ha: -0.50648

```
23
Properties=species:S:1:pos:R:3:lowdin_charge:R:1
C -0.16 -1.45 1.13 -0.046
C -0.09 0.01 0.64 -0.562
C -1.58 0.53 0.70 -0.043
C 0.71 0.85 1.62 -0.056
C 0.35 0.10 -0.78 -0.103
N 0.98 1.17 -1.41 0.139
C 1.09 1.01 -2.72 -0.031
C 0.43 -0.17 -3.01 0.019
N 0.04 -0.70 -1.83 -0.058
O -0.56 -1.91 -1.74 0.100
H -0.64 -1.21 2.13 0.116
H -0.69 -2.14 0.42 0.081
H 0.84 -1.99 1.10 0.118
H -1.82 1.42 -0.02 0.129
H -2.29 -0.34 0.51 0.103
H -1.78 0.78 1.78 0.099
H 0.88 0.18 2.53 0.110
H 1.82 1.00 1.32 0.108
H 0.25 1.92 1.69 0.124
H 1.38 1.96 -0.81 0.215
H 1.45 1.77 -3.39 0.141
H 0.16 -0.60 -3.95 0.146
H -1.29 -2.06 -2.35 0.151
```

---

Entry 5:
Below is C28H25AuCl3GeN4OPS as an isolated structure in a non-equilibrium geometry, with properties calculated with ωB97M-V/def2-TZVPD.

Computed properties:
Lowest unoccupied orbital energy (spin up / spin down), eV: -11.319 / -11.735
Spin multiplicity: 2
Frontier orbital gap (spin up / spin down), Eh: 0.188 / 0.172
Charge: +3
⟨S²⟩: 0.769
E_tot, eV: -155323.8968
HOMO level (spin up / spin down), Ha: -0.60393 / -0.60364

```
65
Properties=species:S:1:pos:R:3:lowdin_spin:R:1
Au -0.45 -1.48 -0.76 0.010
C 4.95 -1.81 0.26 0.004
N 3.94 -1.79 1.32 0.053
C 4.20 -1.82 2.64 0.061
C 3.00 -1.79 3.29 0.087
N 2.00 -1.75 2.35 0.040
C 2.60 -1.75 1.12 -0.015
S 2.04 -1.74 -0.49 0.497
C 0.61 -1.74 2.72 -0.002
C 0.26 -1.89 4.05 0.006
C -1.08 -1.83 4.40 -0.001
C -2.03 -1.64 3.41 0.007
C -1.58 -1.54 2.10 0.000
N -0.28 -1.59 1.75 0.002
H 5.93 -1.84 0.71 0.000
H 4.86 -0.93 -0.37 0.002
H 4.82 -2.70 -0.36 0.001
H 5.19 -1.86 3.05 0.002
H 2.84 -1.80 4.35 0.004
H 0.98 -2.06 4.83 0.001
H -1.38 -1.93 5.44 0.000
H -3.08 -1.59 3.63 0.000
H -2.28 -1.43 1.29 0.000
O -2.89 -2.87 -1.64 -0.001
N -2.61 -1.54 -1.44 -0.003
C -3.50 -0.66 -1.71 0.000
C -3.44 0.77 -1.48 0.000
C -4.66 1.44 -1.59 0.000
C -4.80 2.77 -1.26 0.000
C -3.69 3.49 -0.83 0.000
C -2.45 2.86 -0.76 0.001
C -2.31 1.51 -1.08 0.001
P -0.61 0.90 -1.06 0.009
C 0.25 1.57 0.36 0.003
C 1.64 1.68 0.30 0.008
C 2.35 2.05 1.43 0.003
C 1.68 2.29 2.63 0.000
C 0.30 2.17 2.69 0.002
C -0.42 1.80 1.57 0.001
C 0.18 1.42 -2.59 0.001
C 0.20 0.56 -3.68 0.000
C 0.77 0.98 -4.88 0.000
C 1.31 2.25 -4.97 0.000
C 1.28 3.12 -3.88 0.000
C 0.72 2.71 -2.68 0.000
H -3.78 -3.01 -2.01 0.000
H -4.46 -1.01 -2.10 0.000
H -5.53 0.89 -1.94 0.000
H -5.77 3.25 -1.31 0.000
H -3.78 4.53 -0.55 0.000
H -1.58 3.43 -0.45 0.000
H 2.16 1.49 -0.63 0.004
H 3.43 2.17 1.38 0.000
H 2.24 2.59 3.51 0.000
H -0.22 2.37 3.62 0.000
H -1.50 1.70 1.62 0.000
H -0.22 -0.44 -3.60 0.000
H 0.79 0.32 -5.73 0.000
H 1.77 2.58 -5.90 0.000
H 1.69 4.11 -3.96 0.000
H 0.70 3.39 -1.84 0.000
Cl -0.75 -5.40 -2.95 -0.001
Ge -0.61 -4.26 -1.17 -0.003
Cl 1.65 -4.49 -0.62 0.218
Cl -1.60 -5.20 0.46 -0.002
```

---

Entry 6:
Below is one molecule with the formula C4H9NO2 in a non-equilibrium geometry, with properties calculated with ωB97M-V/def2-TZVPD.

Computed properties:
SMILES: CN(C=O)CCO
Lowest unoccupied orbital energy, eV: 0.712
Frontier orbital gap, Eh: 0.371
E_tot, eV: -9878.5404
HOMO level, Ha: -0.34519

```
16
Properties=species:S:1:pos:R:3:lowdin_charge:R:1
C -1.27 0.30 1.25 -0.060
N -0.84 0.16 -0.11 -0.160
C -1.68 -0.38 -1.02 -0.328
O -2.69 -0.97 -0.70 0.015
C 0.49 0.68 -0.40 -0.135
C 1.56 -0.32 0.04 -0.230
O 2.63 -0.21 -0.90 -0.062
H -1.01 1.28 1.64 0.089
H -2.34 0.15 1.36 0.087
H -0.89 -0.42 1.98 0.094
H -1.40 -0.25 -2.07 0.136
H 0.56 1.69 0.02 0.123
H 0.60 0.76 -1.48 0.122
H 1.89 -0.25 1.08 0.115
H 1.12 -1.33 -0.02 0.122
H 3.26 -0.88 -0.68 0.070
```

---

Entry 7:
Below is a 2-piece molecular cluster, C18H15F2S overall in a non-equilibrium geometry, with properties calculated with ωB97M-V/def2-TZVPD.

Computed properties:
Lowest unoccupied orbital energy, eV: -6.452
Frontier orbital gap, Eh: 0.172
Charge: +1
E_tot, eV: -35171.1969
HOMO level, Ha: -0.40958

```
36
Properties=species:S:1:pos:R:3:lowdin_charge:R:1
F 4.44 1.32 -0.07 0.067
C 3.24 1.95 0.17 -0.203
C 3.23 3.02 1.06 0.065
C 2.00 3.65 1.30 -0.025
C 0.85 3.18 0.70 0.015
C 0.83 2.03 -0.16 -0.171
C -0.43 1.58 -0.65 0.137
C -0.78 0.76 -1.76 -0.174
C -2.14 0.80 -2.22 0.017
C -2.62 -0.05 -3.20 -0.022
C -1.77 -0.97 -3.82 0.069
C -0.43 -0.95 -3.45 -0.202
F 0.41 -1.88 -4.02 0.067
C 0.09 -0.09 -2.49 0.073
C 2.10 1.47 -0.45 0.075
H 4.15 3.34 1.54 0.143
H 1.97 4.49 1.99 0.129
H -0.08 3.72 0.86 0.125
H -1.25 2.20 -0.32 0.133
H -2.81 1.54 -1.78 0.126
H -3.68 -0.03 -3.49 0.130
H -2.12 -1.68 -4.56 0.144
H 1.15 -0.10 -2.31 0.110
H 2.20 0.64 -1.14 0.107
C -2.08 -3.86 2.93 -0.102
C -1.10 -2.88 2.40 -0.573
C -0.23 -2.05 3.10 -0.131
C 0.56 -1.22 2.25 -0.178
C 0.24 -1.35 0.90 -0.441
S -0.90 -2.63 0.69 1.004
H -2.12 -3.83 4.02 0.085
H -3.08 -3.62 2.54 0.079
H -1.85 -4.88 2.62 0.084
H -0.15 -2.06 4.18 0.113
H 1.37 -0.57 2.61 0.098
H 0.78 -0.98 0.04 0.028
```

---

Entry 8:
Below is a 2-piece molecular cluster, C6H12O overall in a non-equilibrium geometry, with properties calculated with ωB97M-V/def2-TZVPD.

Computed properties:
SMILES: C=CC=C(C)C.O
Lowest unoccupied orbital energy, eV: 0.889
Frontier orbital gap, Eh: 0.368
E_tot, eV: -8462.8257
HOMO level, Ha: -0.33551

```
19
Properties=species:S:1:pos:R:3:lowdin_charge:R:1
C -0.04 2.45 -1.06 0.001
C -0.56 1.89 0.02 -0.191
C 0.12 0.86 0.86 -0.098
C -0.21 -0.43 0.81 -0.379
C -1.32 -1.00 -0.02 -0.057
C 0.61 -1.48 1.51 -0.067
H 0.97 2.31 -1.42 0.058
H -0.65 3.13 -1.65 0.052
H -1.61 2.03 0.24 0.102
H 1.06 1.14 1.31 0.111
H -0.93 -1.90 -0.51 0.081
H -1.70 -0.27 -0.73 0.074
H -2.11 -1.34 0.65 0.088
H 1.23 -2.01 0.80 0.079
H -0.01 -2.16 2.10 0.081
H 1.25 -1.03 2.27 0.077
O 1.55 -0.95 -1.94 -0.050
H 1.72 -0.12 -1.47 0.029
H 0.61 -1.12 -1.80 0.007
```